(1)
This record from the OMol25 dataset describes a gas-phase ion, C4H11N2 (charge +2). The level of theory is ωB97M-V/def2-TZVPD.

Structure (XYZ):
```
17
Properties=species:S:1:pos:R:3:mulliken_charge:R:1
C -1.83546 0.60669 -1.60822 -1.04
C -1.94594 0.13600 -0.14718 -0.39
C -0.62912 0.39426 0.56647 -0.40
N 2.54997 0.21958 0.71812 -0.20
C 1.65500 -0.75169 0.35864 0.18
N 0.32307 -0.68788 0.17690 -0.02
H -1.16115 -0.03582 -2.07520 0.37
H -2.77169 0.39992 -2.12201 0.36
H -1.59292 1.68560 -1.76214 0.35
H -2.23171 -0.99009 -0.05596 0.33
H -2.88994 0.60529 0.24314 0.35
H -0.65785 0.25661 1.71922 0.39
H -0.17140 1.41030 0.51164 0.41
H 3.53607 -0.08413 0.87367 0.33
H 2.40322 1.17581 1.02058 0.28
H 2.05255 -1.79469 0.31180 0.36
H -0.09337 -1.66222 0.05181 0.35
```

Output
LUMO energy (alpha / beta) = -9.62 / -14.86 eV
electronic energy = -7284.76534 eV
largest force on an atom = 0.065 hartree/bohr
spin multiplicity = 2
HOMO level (alpha / beta) = -20.71 / -20.30 eV
frontier orbital gap (alpha / beta) = 11.09 / 5.43 eV
charge = +2


(2)
This record from the OMol25 dataset describes 2 unconnected molecules or ions with the total composition C6H12SSi2. The level of theory is ωB97M-V/def2-TZVPD.

Structure (XYZ):
```
21
Properties=species:S:1:pos:R:3:mulliken_charge:R:1
C -0.13663 -2.85429 -0.00777 -0.46
C -1.48161 -0.13149 2.05301 -0.79
C -1.82514 1.59848 -2.51024 -0.60
C -0.19277 -1.95218 -0.98406 -0.22
C -0.94977 0.57074 0.99064 -0.25
C -0.78925 0.79066 -2.27287 -0.12
Si 3.12706 1.04882 1.49613 0.48
Si -0.38452 -0.10210 -0.66719 0.48
S 2.51843 0.43634 -0.47563 -0.42
H -0.13838 -3.97325 -0.17129 0.28
H -0.48871 -2.34791 0.92986 0.05
H -1.47838 0.27132 2.99786 0.28
H -2.03803 -1.05188 2.01846 0.32
H -2.01071 1.99897 -3.52079 0.25
H -2.49424 1.94556 -1.75215 0.26
H -0.08908 -2.29148 -1.99142 0.31
H -0.49856 1.52159 1.24095 0.35
H 0.01499 0.67311 -3.11671 0.25
H 1.87489 1.58831 2.08555 -0.18
H 3.59569 0.03721 2.46666 -0.12
H 3.86473 2.22347 1.19096 -0.14
```

Output
LUMO energy = -0.73 eV
electronic energy = -33003.59764 eV
largest force on an atom = 0.072 hartree/bohr
HOMO level = -8.03 eV
frontier orbital gap = 7.30 eV


(3)
This record from the OMol25 dataset describes a molecular structure, C24H44BNP2Sm. The level of theory is ωB97M-V/def2-TZVPD.

Structure (XYZ):
```
73
Properties=species:S:1:pos:R:3:mulliken_charge:R:1
Sm 0.21810 0.14703 0.45486 0.70
C -0.90556 -1.78546 2.52029 0.46
C 0.40951 -2.10252 2.02685 0.61
C 0.62800 -0.49822 3.66867 0.45
C -0.75142 -0.81251 3.54277 0.37
C 1.35310 -1.27541 2.72642 0.37
C -2.15762 -2.51910 2.22308 -1.23
H -2.28000 -2.69004 1.15240 0.11
H -3.01993 -1.94607 2.56974 0.40
H -2.17410 -3.50171 2.71535 0.25
C -1.81747 -0.29414 4.43081 -1.20
H -2.76160 -0.82025 4.25375 0.43
H -1.98077 0.78138 4.27021 0.00
H -1.54807 -0.43473 5.49135 0.29
C 1.19289 0.39982 4.70230 -1.35
H 0.81288 0.13189 5.69988 0.30
H 0.92119 1.44853 4.51909 0.09
H 2.28226 0.31668 4.73712 0.44
C 2.83246 -1.37165 2.62236 -1.23
H 3.20164 -2.28991 3.10628 0.27
H 3.30408 -0.51571 3.11841 0.41
H 3.16615 -1.39193 1.57593 0.01
C 0.76803 -3.21881 1.10990 -1.19
H 1.08614 -4.10662 1.68480 0.34
H 1.60475 -2.96419 0.43728 0.15
H -0.07636 -3.53350 0.48023 0.34
C -1.48256 1.42055 -2.69770 -0.21
C -2.11752 0.17478 -3.32787 -0.35
C -1.30772 -0.66493 -4.28027 -1.14
C 0.23078 -0.72524 -4.09356 -1.54
C 0.83076 -0.47360 -2.70792 -0.40
C 1.78973 0.69742 -2.77077 0.11
C 1.12339 1.97780 -3.33917 -1.06
C -0.39365 2.12440 -3.49703 -1.47
H -1.52577 -0.26725 -5.28942 0.55
H 0.65880 -0.03105 -4.83647 0.41
H -1.71786 -1.68588 -4.29400 0.36
H -0.61661 1.93742 -4.54610 0.39
H -2.26776 2.15117 -2.50819 0.61
H -3.05919 0.49007 -3.76553 0.59
H -0.61549 3.18734 -3.35880 0.51
H 1.48955 2.83226 -2.75949 0.09
H 2.66627 0.49611 -3.42252 0.77
H 1.53433 2.15739 -4.35273 0.30
H 0.53185 -1.73305 -4.43189 0.45
H 1.38948 -1.38107 -2.41845 0.35
P -2.44535 -0.51698 -1.68938 1.23
C -3.97200 0.20150 -1.07870 -1.34
C -1.91376 -2.22979 -1.54387 -0.51
P 2.49678 0.95138 -1.06965 0.95
C -1.18016 0.77247 -1.35632 1.14
C 3.83515 -0.30314 -0.95858 -1.43
C 3.32439 2.55846 -0.96187 -1.31
H -3.77860 0.89276 -0.24139 0.39
H -4.66330 -0.57927 -0.72998 0.43
H -4.47008 0.77700 -1.89214 0.43
H -0.91005 -2.41703 -1.97570 0.21
H -2.64149 -2.86626 -2.09521 0.59
H -1.88986 -2.58764 -0.50279 -0.50
H 3.05886 3.29989 -1.72819 0.45
H 4.41388 2.45186 -0.95359 0.42
H 2.97311 2.97203 -0.00828 0.35
H -1.13197 1.51167 -0.50843 0.45
H -0.12825 0.31895 -1.72358 -1.29
H 4.14179 -0.32607 0.09519 0.46
H 4.70679 -0.07401 -1.60596 0.44
H 3.46585 -1.30985 -1.21151 0.37
B -0.88160 3.37253 3.85779 0.14
C -0.61674 2.61951 2.55165 -0.07
N -0.37002 2.00851 1.56594 -0.70
H -1.80418 4.14512 3.70208 -0.11
H 0.12385 3.94835 4.17127 -0.08
H -1.19208 2.57059 4.74895 -0.01
```

Output
LUMO energy (alpha / beta) = -3.77 / -3.13 eV
electronic energy = -64239.09824 eV
largest force on an atom = 0.090 hartree/bohr
spin multiplicity = 6
HOMO level (alpha / beta) = -9.66 / -9.70 eV
frontier orbital gap (alpha / beta) = 5.90 / 6.57 eV
charge = +1


- The highest largest force on an atom belongs to which entry?
  C24H44BNP2Sm